No. 1
C35H42AsCl3GeN2O3PtSe2 as an isolated structure. Source: OMol25; level of theory: ωB97M-V with the def2-TZVPD basis set.

The geometry in ORCA input format:
```
! wB97M-V def2-TZVPD RIJCOSX def2/J DEFGRID3
* xyz 3 2
Pt -0.08 -0.92 -0.06
C -1.75 3.69 2.37
Se -1.13 2.56 0.95
C -2.87 2.08 0.24
C -2.78 1.43 -1.13
Se -2.30 -0.45 -1.26
C -3.61 -1.22 -0.06
H -2.55 3.18 2.92
H -2.13 4.61 1.91
H -0.91 3.91 3.02
H -3.39 3.03 0.15
H -3.38 1.48 1.00
H -2.07 1.95 -1.77
H -3.76 1.50 -1.62
H -4.60 -0.96 -0.43
H -3.45 -0.87 0.96
H -3.49 -2.30 -0.11
C 2.73 -3.79 3.35
C 3.27 -3.26 2.00
C 4.50 -2.36 2.26
C 3.64 -4.42 1.07
C 2.22 -2.44 1.40
C 1.33 -1.77 0.89
H 3.52 -4.37 3.83
H 1.87 -4.44 3.20
H 2.45 -2.97 4.01
H 5.27 -2.98 2.72
H 4.26 -1.55 2.94
H 4.89 -1.95 1.33
H 4.41 -5.02 1.53
H 4.02 -4.05 0.12
H 2.77 -5.06 0.88
O -4.24 -5.16 -3.04
C -3.20 -5.62 -3.89
N -2.12 -4.67 -3.70
C -0.84 -5.03 -3.49
O -0.40 -6.16 -3.57
C 0.09 -3.92 -3.07
C 1.41 -3.93 -3.50
C 2.27 -2.96 -3.02
C 1.82 -2.05 -2.08
N 0.55 -2.06 -1.64
C -0.30 -2.97 -2.14
H -5.06 -5.60 -3.28
H -3.52 -5.64 -4.93
H -2.82 -6.60 -3.60
H -2.38 -3.70 -3.72
H 1.74 -4.69 -4.19
H 3.31 -2.91 -3.34
H 2.47 -1.31 -1.65
H -1.30 -2.98 -1.75
O -0.86 -0.06 1.67
As -0.73 -0.78 3.24
C 0.87 -0.10 4.03
C 1.14 -0.38 5.37
C 2.27 0.16 5.96
C 3.11 0.99 5.23
C 2.83 1.28 3.90
C 1.71 0.73 3.29
C -2.19 -0.13 4.26
C -3.43 -0.77 4.16
C -4.51 -0.29 4.89
C -4.34 0.81 5.72
C -3.11 1.43 5.84
C -2.03 0.97 5.10
C -0.88 -2.68 3.26
C -0.86 -3.51 2.14
C -0.98 -4.88 2.30
C -1.13 -5.43 3.56
C -1.17 -4.60 4.68
C -1.05 -3.23 4.53
H 0.48 -1.01 5.95
H 2.48 -0.06 7.00
H 3.99 1.42 5.70
H 3.49 1.93 3.34
H 1.51 0.93 2.25
H -3.55 -1.65 3.54
H -5.46 -0.79 4.83
H -5.18 1.17 6.31
H -2.98 2.27 6.51
H -1.06 1.43 5.22
H -0.74 -3.10 1.15
H -0.96 -5.53 1.43
H -1.22 -6.50 3.68
H -1.30 -5.03 5.67
H -1.11 -2.60 5.41
Cl 2.88 2.93 -0.06
Ge 2.43 2.50 -2.11
Cl 2.00 4.21 -3.25
Cl 0.73 1.09 -2.14
*
```

Calculated values
HOMO energy (spin up / spin down)	-15.50 / -15.49	eV
LUMO (spin up / spin down)	-12.33 / -12.33	eV
expectation value of S²	0.75
DFT total energy	-334933.6745	eV

=====

No. 2
A 7-piece molecular cluster, C18H34ClNO16 overall. Source: OMol25; level of theory: ωB97M-V with the def2-TZVPD basis set.

The geometry in ORCA input format:
```
! wB97M-V def2-TZVPD RIJCOSX def2/J DEFGRID3
* xyz 0 1
C -0.49 16.01 10.20
C 0.14 15.10 9.14
C 1.33 14.37 9.82
C 1.01 13.30 10.90
C -0.46 12.84 10.92
C -1.05 12.74 9.50
N -0.77 13.97 8.71
O -1.15 14.00 7.56
C -2.58 12.56 9.55
C -0.49 11.50 8.76
C 0.68 15.88 7.93
H -0.35 17.08 10.07
H -0.22 15.68 11.20
H -1.58 15.91 10.24
H 2.05 15.04 10.28
H 1.84 13.83 9.01
H 1.49 13.50 11.86
H 1.41 12.32 10.62
H -0.91 13.68 11.46
H -0.61 11.93 11.49
H -2.98 13.48 9.99
H -2.81 11.67 10.13
H -3.04 12.52 8.56
H -0.78 10.54 9.19
H 0.60 11.50 8.74
H -0.80 11.35 7.72
H 1.54 15.42 7.45
H 1.17 16.81 8.23
H -0.06 16.19 7.19
Cl 0.26 17.31 14.08
O -0.43 17.63 15.29
O 1.42 18.16 13.95
O 0.63 15.90 14.05
O -0.67 17.64 12.99
C 5.05 15.39 13.84
C 4.09 15.36 12.70
O 4.18 14.06 12.22
C 4.65 13.26 13.22
O 4.75 12.07 13.17
O 5.09 14.01 14.25
H 4.74 15.98 14.70
H 6.05 15.74 13.56
H 4.38 16.17 12.03
H 3.07 15.56 13.05
C 4.63 21.09 13.90
C 3.92 20.46 15.13
O 4.82 19.52 15.60
C 5.74 19.24 14.65
O 6.59 18.39 14.69
O 5.63 20.11 13.65
H 5.04 22.09 14.02
H 3.96 21.12 13.04
H 3.00 19.96 14.85
H 3.68 21.37 15.68
C -1.31 21.04 11.61
C -0.38 20.77 10.46
O -1.21 21.04 9.33
C -2.50 21.02 9.72
O -3.38 21.06 8.91
O -2.60 21.07 11.05
H -1.17 21.99 12.11
H -1.17 20.19 12.28
H -0.13 19.70 10.45
H 0.49 21.41 10.50
O 1.27 18.03 17.90
H 0.64 18.21 18.60
H 1.07 18.67 17.22
O 0.66 21.36 14.61
H 0.99 21.91 13.89
H 0.75 20.46 14.28
*
```

Calculated values
HOMO energy	-9.41	eV
LUMO	-4.12	eV
DFT total energy	-65978.1907	eV

=====

No. 3
A 3-piece molecular cluster, C4H10O2 overall. Source: OMol25; level of theory: ωB97M-V with the def2-TZVPD basis set.

The geometry in ORCA input format:
```
! wB97M-V def2-TZVPD RIJCOSX def2/J DEFGRID3
* xyz 0 1
C -1.44 -0.77 1.45
O -1.55 -0.32 0.11
C -0.82 0.78 -0.17
C -0.62 1.21 -1.42
C 1.50 -0.98 -1.29
O 1.97 -1.25 -0.21
H -1.66 0.03 2.16
H -2.18 -1.57 1.57
H -0.44 -1.17 1.64
H 2.01 1.11 1.73
H -0.38 1.29 0.69
H -1.04 0.68 -2.27
H -0.03 2.10 -1.60
H 0.60 -1.47 -1.68
H 1.97 -0.23 -1.96
H 2.12 0.55 1.26
*
```

Calculated values
HOMO energy	-9.03	eV
LUMO	0.98	eV
structure (SMILES)	[H][H].C=COC.C=O
DFT total energy	-8402.1624	eV

=====

No. 4
A 4-piece molecular cluster, C22H44BrF3O13 overall. Source: OMol25; level of theory: ωB97M-V with the def2-TZVPD basis set.

The geometry in ORCA input format:
```
! wB97M-V def2-TZVPD RIJCOSX def2/J DEFGRID3
* xyz 0 1
O 5.44 -8.92 -1.67
C 4.28 -8.23 -1.62
O 4.01 -6.91 -0.97
C 3.22 -6.22 -2.02
C 2.83 -4.65 -1.77
F 3.02 -4.38 -0.30
F 1.43 -4.30 -2.10
F 3.73 -3.70 -2.51
C 2.05 -7.35 -2.21
O 1.16 -7.69 -1.09
Br 0.95 -7.18 -3.91
O 2.95 -8.55 -2.22
H 3.77 -6.18 -3.05
H 1.08 -6.93 -0.44
C 0.57 -1.33 -2.02
O -0.67 -1.08 -2.66
C -1.12 -2.20 -3.41
C -2.58 -2.01 -3.83
O -3.50 -2.38 -2.79
C -3.63 -1.43 -1.72
C -4.46 -0.21 -2.10
O -3.65 0.74 -2.81
C -4.43 1.74 -3.44
H 1.34 -1.59 -2.75
H 0.87 -0.43 -1.48
H 0.46 -2.14 -1.29
H -1.02 -3.12 -2.82
H -0.50 -2.28 -4.31
H -2.79 -2.70 -4.65
H -2.78 -1.00 -4.19
H -2.65 -1.16 -1.32
H -4.16 -1.97 -0.92
H -4.83 0.28 -1.20
H -5.30 -0.52 -2.73
H -5.08 1.29 -4.20
H -3.76 2.45 -3.93
H -5.04 2.28 -2.70
C -3.87 5.31 5.46
O -3.98 4.14 4.68
C -5.14 3.37 5.00
C -5.39 2.30 3.94
O -6.08 2.80 2.79
C -5.28 3.58 1.89
C -4.36 2.73 1.03
O -3.17 2.40 1.75
C -2.42 1.37 1.12
H -3.83 5.06 6.53
H -2.95 5.83 5.18
H -4.72 5.98 5.26
H -6.01 4.03 5.08
H -4.96 2.90 5.97
H -6.06 1.54 4.38
H -4.47 1.78 3.66
H -4.74 4.37 2.42
H -6.00 4.08 1.23
H -4.06 3.29 0.14
H -4.87 1.81 0.73
H -3.00 0.45 1.09
H -1.51 1.20 1.70
H -2.14 1.67 0.10
C 7.14 4.18 0.52
O 6.13 3.26 0.90
C 4.83 3.72 0.55
C 3.81 2.58 0.68
O 3.79 1.72 -0.47
C 4.88 0.80 -0.57
C 4.75 -0.38 0.39
O 5.21 -0.02 1.70
C 4.84 -0.97 2.68
H 6.98 5.15 1.00
H 8.11 3.79 0.84
H 7.16 4.30 -0.57
H 4.83 4.10 -0.48
H 4.56 4.53 1.24
H 2.81 3.02 0.73
H 3.95 2.01 1.60
H 5.84 1.32 -0.46
H 4.84 0.41 -1.59
H 5.37 -1.21 0.04
H 3.70 -0.71 0.44
H 3.75 -1.02 2.77
H 5.25 -0.65 3.64
H 5.24 -1.96 2.43
*
```

Calculated values
HOMO energy	-9.31	eV
LUMO	-0.58	eV
structure (SMILES)	O=C1O[C@H](C(F)(F)F)[C@@](O)(Br)O1.COCCOCCOC.COCCOCCOC.COCCOCCOC
DFT total energy	-128330.2148	eV

=====

- Look up the DFT total energy of the first one.
  -334933.6745 eV

=====

- The lowest DFT total energy belongs to which entry?
  C35H42AsCl3GeN2O3PtSe2

=====

- Number 1 is which compound?
  C35H42AsCl3GeN2O3PtSe2

=====

- The highest DFT total energy belongs to which entry?
  C4H10O2